# 1
ORCA calculation (ωB97M-V with the def2-TZVPD basis set) on C14H13F6N4O5S3Sr as an isolated structure.

```
! RIJCOSX wB97M-V def2-TZVPD def2/J DEFGRID3
* xyz 1 1
Sr 1.483 0.935 -0.076
F 3.056 2.256 -3.862
C 3.654 1.075 -3.999
F 4.959 1.243 -4.108
F 3.181 0.457 -5.064
S 3.303 0.040 -2.515
O 1.835 0.035 -2.385
O 3.973 -1.204 -2.673
N 3.845 0.993 -1.367
S 4.392 0.462 0.019
O 4.519 1.589 0.899
O 3.496 -0.606 0.477
C 6.109 -0.235 -0.244
F 6.070 -1.550 -0.199
F 6.544 0.172 -1.425
F 6.892 0.229 0.710
S -3.936 -3.051 2.175
C -2.716 -1.929 1.621
C -2.663 -1.371 0.344
C -1.622 -0.524 0.033
N -0.641 -0.193 0.882
C -0.706 -0.729 2.111
C -1.706 -1.577 2.523
C -4.965 -3.207 0.732
C -4.665 -4.143 -0.247
C -5.504 -4.221 -1.351
N -6.576 -3.451 -1.513
C -6.859 -2.571 -0.558
C -6.087 -2.407 0.585
H -3.409 -1.595 -0.404
H -1.570 -0.093 -0.962
H 0.088 -0.465 2.801
H -1.694 -1.978 3.527
H -3.806 -4.794 -0.155
H -5.302 -4.938 -2.138
H -7.744 -1.965 -0.711
H -6.354 -1.680 1.340
C 2.329 4.481 1.855
C 0.951 4.146 1.362
N -0.047 4.941 1.740
O 0.734 3.184 0.602
H 2.325 4.719 2.918
H 2.692 5.357 1.314
H 3.009 3.655 1.665
H 0.110 5.736 2.335
H -0.975 4.771 1.387
*
```

Values from the calculation:
- ΔE to the lowest compared entry with this formula, charge and spin (kcal/mol) = 0.0
- HOMO-LUMO gap (eV) = 9.209
- HOMO (eV) = -11.88
- E_LUMO (eV) = -2.675

# 2
ORCA calculation (ωB97M-V with the def2-TZVPD basis set) on one molecule with the formula C14H13F6NO4.

```
! RIJCOSX wB97M-V def2-TZVPD def2/J DEFGRID3
* xyz 0 1
C 3.481 -0.163 -5.217
C 2.651 0.274 -4.289
C 1.667 1.383 -4.499
O 0.309 0.982 -4.290
N 0.036 0.536 -3.003
C 0.118 1.334 -1.918
O 0.406 2.511 -1.964
C -0.217 0.653 -0.621
C -0.795 1.462 0.343
C -1.131 0.974 1.602
O -1.688 1.897 2.451
C -2.075 1.538 3.741
C -3.477 0.913 3.788
F -3.558 -0.263 3.151
F -4.404 1.709 3.256
F -3.837 0.680 5.061
C -0.862 -0.353 1.899
C -0.267 -1.167 0.948
C 0.060 -0.687 -0.309
O 0.630 -1.469 -1.305
C 1.356 -2.616 -0.974
C 2.711 -2.284 -0.334
F 3.372 -1.353 -1.025
F 3.488 -3.376 -0.294
F 2.608 -1.841 0.924
H 4.189 -0.950 -5.021
H 3.497 0.261 -6.207
H 2.655 -0.158 -3.296
H 1.900 2.225 -3.835
H 1.666 1.726 -5.535
H -0.111 -0.460 -2.932
H -0.980 2.498 0.110
H -1.374 0.850 4.230
H -2.128 2.469 4.315
H -1.105 -0.791 2.853
H -0.066 -2.189 1.223
H 0.819 -3.304 -0.312
H 1.565 -3.119 -1.924
*
```

Values from the calculation:
- SMILES = C=CCONC(=O)c1cc(OCC(F)(F)F)ccc1OCC(F)(F)F
- ΔE to the lowest compared entry with this formula, charge and spin (kcal/mol) = 4.2
- HOMO-LUMO gap (eV) = 9.370
- HOMO (eV) = -8.91
- E_LUMO (eV) = 0.462